The following is a quantum chemistry calculation of a cluster of 10 separate species, C45H109NO19 in total at a distorted geometry, from the OMol25 dataset.

The geometry in XYZ format:
```
174
Properties=species:S:1:pos:R:3:forces:R:3:mulliken_charge:R:1
C 1.831433 -0.634095 1.039889 -1.74 0.13 1.10 1.1127
O 1.729348 0.671990 0.547630 -0.54 1.87 -1.37 -0.2840
C 0.903699 0.916467 -0.607924 -0.48 -2.17 -0.40 0.1994
C -0.575404 0.394367 -0.635385 0.39 1.00 2.89 0.4913
O -1.219557 0.916396 0.563405 0.14 0.28 -1.42 1.3972
C -2.371368 0.164211 0.852295 -0.01 -0.89 0.97 -0.6381
H 2.145444 -0.490157 2.073708 0.82 -0.33 -0.14 -0.2192
H 2.383931 -1.376794 0.464342 0.35 0.26 -0.16 -0.3992
H 0.815243 -0.985261 1.219168 -0.18 -0.54 -0.36 -0.8399
H 1.348819 0.330878 -1.412325 0.32 -0.01 -0.62 0.0723
H 0.903235 1.949657 -0.955249 0.30 0.14 0.92 0.0009
H -0.677591 -0.687217 -0.546913 0.42 -0.18 -0.44 -0.4558
H -1.125582 0.758816 -1.502908 0.13 -0.04 -0.36 -0.4076
H -2.996579 -0.117174 0.004932 0.00 0.39 -0.40 0.0497
H -2.981569 0.640705 1.619571 0.08 0.42 -0.20 -0.0217
H -2.046955 -0.765745 1.319246 -0.10 -0.36 0.00 0.0547
C -2.422579 -0.054368 -4.283505 -1.02 0.11 0.77 -0.2270
O -3.544715 0.161111 -3.454022 0.26 0.66 1.79 0.0767
C -4.389415 -0.961729 -3.269004 -0.80 0.15 -0.83 -0.6610
C -5.532371 -0.710995 -2.272326 -0.13 -0.37 0.04 -0.6055
O -6.441024 -1.822122 -2.341764 1.58 0.05 -0.48 -0.3266
C -7.766434 -1.439845 -2.295966 -1.02 0.32 -0.23 -0.7963
H -1.901928 0.902030 -4.331570 -0.16 -0.04 -0.33 -0.2905
H -2.846910 -0.365499 -5.238094 0.81 -0.26 -0.41 0.4798
H -1.754734 -0.758495 -3.787232 0.16 -0.44 -0.46 0.0087
H -3.892461 -1.908197 -3.056091 0.37 0.15 0.06 0.3087
H -4.862030 -1.022960 -4.249301 -0.47 -0.83 -0.09 0.4177
H -5.997063 0.236486 -2.545176 -0.30 0.03 -0.11 0.5955
H -5.288299 -0.651546 -1.211668 0.76 0.25 0.01 0.2489
H -8.080450 -0.994481 -3.239974 -0.06 0.22 -0.21 0.3173
H -7.936263 -0.703426 -1.510498 -0.22 -0.03 0.25 0.3317
H -8.394944 -2.318468 -2.150728 0.15 -0.01 0.22 0.2515
C 4.668540 0.594744 3.480396 -0.55 -0.53 0.18 -0.7627
O 3.540860 0.535246 4.323827 -0.45 0.47 0.72 0.1131
C 3.781833 0.372075 5.706591 -0.73 0.14 1.16 -0.5230
C 2.471698 0.725481 6.517111 -0.25 -1.95 -1.04 0.1470
O 2.483300 0.451780 7.903557 1.32 0.35 0.62 -0.4662
C 2.464238 -0.920876 8.328500 -0.69 0.39 -0.21 -0.6203
H 5.207611 -0.352592 3.487317 0.14 -0.24 -0.06 0.3413
H 5.376388 1.371218 3.770464 -0.10 0.31 -0.15 0.3795
H 4.197498 0.728020 2.506510 0.64 0.28 -0.23 -0.0237
H 4.568158 1.000369 6.124944 0.36 0.31 -0.42 0.3250
H 4.079531 -0.659110 5.896671 0.00 -0.25 0.14 0.2149
H 1.673968 0.088091 6.135721 -0.18 0.08 -0.66 0.1096
H 2.163506 1.748563 6.301622 0.24 0.09 0.49 0.0647
H 2.894029 -1.623339 7.614411 0.02 0.13 -0.16 0.2356
H 1.429318 -1.192177 8.536912 -0.22 -0.19 -0.34 0.2576
H 2.956649 -1.067133 9.289871 0.41 0.54 -0.15 0.2667
C -3.617728 2.924399 -1.135097 -0.17 1.28 0.41 0.2036
O -4.258375 3.923483 -1.915822 -0.78 -1.46 -0.77 -0.5319
C -4.362308 3.512884 -3.298839 -0.38 2.01 0.58 0.7962
C -5.359109 4.499438 -3.958361 0.04 -0.62 -1.06 -0.9956
O -6.713983 4.149748 -3.817194 0.15 -1.30 1.46 -0.2713
C -7.635212 5.056034 -4.362136 0.79 -0.05 0.03 -0.7467
H -2.548567 3.121234 -1.214189 0.45 -0.67 -0.06 -0.0158
H -3.916283 1.905523 -1.381814 0.16 0.00 -0.16 0.0691
H -3.887944 3.155929 -0.104819 -0.02 -0.23 0.01 -0.0181
H -4.544892 2.453503 -3.479092 -0.53 -0.01 0.39 -0.0292
H -3.368002 3.704435 -3.702274 0.23 0.11 -0.61 -0.2867
H -5.209324 4.516964 -5.037884 0.62 -0.10 -0.42 0.4057
H -5.142206 5.519945 -3.642719 -0.06 0.11 0.54 0.4023
H -7.448380 6.014053 -3.876948 -0.40 0.41 -0.30 0.3130
H -8.649540 4.703996 -4.174264 0.19 -0.01 0.12 0.2129
H -7.454598 5.084011 -5.436708 -0.23 0.48 -0.28 0.3125
C 1.539869 -4.803818 -0.159399 0.90 1.35 0.08 -0.4960
O 2.485900 -4.738804 0.880009 -0.78 -1.72 1.71 0.0266
C 2.204878 -5.840529 1.807042 1.00 1.57 0.05 -0.5206
C 3.162345 -5.710662 2.982564 0.49 -0.15 -0.46 -0.6647
O 2.915334 -4.635144 3.885776 -0.08 0.31 -0.86 -0.4257
C 3.539666 -3.370812 3.609989 0.20 0.24 0.62 -0.1730
H 0.533739 -4.630429 0.222355 -0.17 -0.24 -0.17 -0.0703
H 1.649097 -5.731687 -0.720846 -0.28 0.00 -0.21 0.4534
H 1.869107 -3.923007 -0.710653 -0.62 -0.19 -0.91 0.0697
H 2.319536 -6.767725 1.245552 0.27 -0.28 0.19 0.4666
H 1.199532 -5.834355 2.228163 -0.41 0.44 -0.33 0.2644
H 4.180124 -5.657788 2.595992 0.23 0.19 -0.09 0.1846
H 3.113995 -6.665151 3.506699 -0.14 0.18 0.54 0.4512
H 4.622985 -3.377619 3.730293 0.28 -0.57 0.13 0.4393
H 3.187199 -2.668093 4.364997 -0.23 -0.20 0.15 0.1056
H 3.393341 -2.850124 2.663640 -0.68 -0.71 -0.47 -0.1191
C -1.221282 1.923572 6.160877 -0.34 -0.87 -0.74 -0.7171
O -0.854294 0.643659 5.619479 0.32 -0.73 -0.26 -0.2773
C -1.606991 0.107357 4.527373 -0.14 -0.80 0.40 -0.2921
C -0.888142 -1.122288 3.926347 1.31 0.85 0.03 0.2610
O -1.712018 -2.071134 3.285419 -0.44 0.29 0.25 -0.5058
C -0.930233 -3.050338 2.660267 -0.41 -0.72 -0.64 -0.1823
H -2.303266 1.972436 6.283381 -0.21 0.22 -0.24 0.3662
H -0.849029 2.684101 5.474500 -0.17 0.35 0.30 0.1682
H -0.821992 1.995508 7.172556 0.41 -0.05 -0.25 0.2819
H -1.759158 0.824688 3.720911 -0.16 0.31 0.19 -0.3020
H -2.550696 -0.301273 4.888670 -0.49 0.39 0.09 0.3608
H -0.257829 -1.622111 4.661858 -0.11 -0.01 0.47 0.7348
H -0.188554 -0.732319 3.187032 0.30 0.09 -0.25 -0.2788
H -0.219099 -3.542242 3.323917 0.11 0.09 0.23 0.4355
H -0.404091 -2.708487 1.768968 0.44 0.65 0.03 -0.2524
H -1.584437 -3.805259 2.224146 -0.36 -0.09 0.45 0.1544
C -1.892597 -3.193792 -1.505802 -0.02 -1.46 0.25 0.3978
O -1.628268 -4.621253 -1.542111 0.15 -0.41 -0.06 -0.5116
C -2.019654 -5.547157 -0.502464 -0.67 1.27 0.18 0.0723
C -3.539802 -5.665452 -0.377730 0.83 0.97 -0.12 -0.7581
O -4.079177 -4.381172 0.029657 0.62 -1.87 -0.40 -0.1905
C -5.473100 -4.396264 0.186793 -0.63 1.53 0.56 -0.7547
H -2.959240 -2.972797 -1.544904 0.07 -0.08 0.21 -0.1282
H -1.419969 -2.819157 -2.413754 0.11 0.03 0.08 0.0708
H -1.443928 -2.735819 -0.624291 -0.01 0.06 0.14 -0.0520
H -1.560154 -5.296428 0.453622 -0.12 0.50 0.23 -0.1872
H -1.614926 -6.540568 -0.695941 0.07 0.13 -0.75 0.4055
H -3.777559 -6.482094 0.303937 -0.23 0.08 0.29 0.4522
H -3.874173 -5.936928 -1.379020 -0.49 0.08 -0.09 0.3769
H -6.056438 -4.962547 -0.539258 0.34 -0.18 -0.17 0.3546
H -5.749801 -3.344388 0.115338 -0.26 0.07 -0.46 0.1067
H -5.810529 -4.611799 1.200588 0.29 -0.79 0.19 0.2996
C 4.663397 -0.247161 -1.187540 1.42 0.38 -0.35 -1.0433
O 5.326932 -1.121395 -0.287142 -1.03 0.58 0.44 -0.3130
C 5.114861 -2.447385 -0.701409 -0.44 -0.82 0.36 -0.7603
C 5.682025 -3.491216 0.264089 1.19 1.90 -0.40 0.1073
O 7.099107 -3.220238 0.277512 -0.74 -0.52 0.37 -0.3738
C 7.823252 -4.097946 1.139190 -0.23 0.69 -0.44 -0.7263
H 3.597128 -0.332097 -1.397187 -0.28 -0.77 0.54 0.4614
H 5.194449 -0.388701 -2.128842 -0.14 0.22 -0.57 0.4263
H 4.811639 0.789431 -0.884882 0.21 -0.09 0.35 0.3263
H 5.533692 -2.567882 -1.700479 0.12 -0.26 -0.20 0.4112
H 4.038403 -2.614989 -0.736855 -0.33 -0.22 -0.26 0.3637
H 5.410182 -4.496015 -0.059296 0.14 -0.13 -0.13 0.4318
H 5.279369 -3.307637 1.260212 -0.13 -0.13 0.14 -0.2520
H 8.124562 -4.946459 0.524901 0.14 -0.36 0.51 0.2720
H 7.229550 -4.355129 2.016388 -0.15 -0.41 -0.05 0.2589
H 8.682933 -3.553813 1.530295 0.16 -0.07 -0.30 0.2590
C 1.884559 3.598232 3.716373 -0.17 -0.39 -0.37 -0.7160
O 0.515556 3.882790 3.476685 -0.30 0.68 1.01 -0.4904
C -0.030759 3.295746 2.327673 -0.71 -0.76 -0.12 0.3649
C -1.515721 3.731809 2.104258 1.61 1.05 1.99 -0.4125
O -2.290394 3.290900 3.251103 2.75 -0.03 -1.65 -0.2287
C -3.620977 3.170327 3.016726 -1.83 -0.78 0.85 -0.6896
H 2.141514 3.753309 4.764236 -0.37 0.22 -0.01 0.3582
H 2.534017 4.226734 3.107028 0.06 0.23 -0.17 0.3417
H 2.133255 2.561029 3.491725 -0.12 -0.24 -0.05 0.1691
H -0.010877 2.213458 2.455517 0.18 -0.25 -0.32 -0.2209
H 0.608202 3.606618 1.501118 -0.18 -0.19 -0.69 0.5035
H -1.958079 3.525571 1.129637 0.16 -0.72 0.20 -0.1497
H -1.403164 4.814358 2.163633 -0.52 0.46 -0.01 0.5143
H -4.143075 4.029093 3.438663 -0.43 0.24 -0.55 0.2914
H -3.960452 2.307696 3.590079 -0.20 -0.13 0.32 0.2671
H -3.910684 2.893754 2.002981 0.10 0.57 -0.32 0.1335
C 2.529240 0.837056 -4.829962 -1.08 -1.58 0.54 -1.3160
C 3.135535 2.227815 -4.708572 2.33 0.51 -2.85 1.7660
C 3.062803 2.943106 -6.144622 -1.47 0.75 0.32 -1.3576
C 1.644811 3.513671 -6.428221 0.04 0.21 0.32 -0.6250
C 1.241205 4.446797 -5.315764 -0.49 -1.11 0.51 -1.3968
C 1.176694 3.705589 -3.938657 -0.85 2.12 -0.81 1.3513
N 2.521467 3.095245 -3.715336 -2.91 -1.93 0.41 0.1931
O 2.677008 2.675501 -2.408593 0.36 0.56 -1.52 0.1027
C 0.895779 4.871911 -2.988096 -0.21 0.00 1.39 -1.7706
C -0.082758 2.728971 -3.854747 1.23 -1.39 -0.41 -1.7939
C 4.658580 2.058522 -4.396093 -0.07 1.00 0.68 -1.6157
H 1.863316 0.580081 -4.006191 0.32 -0.02 0.36 -0.0125
H 3.302665 0.071726 -4.894767 0.30 0.27 0.47 0.4477
H 1.929122 0.562835 -5.697581 -0.14 1.06 -0.38 0.3388
H 3.767340 3.774744 -6.155102 0.12 -0.01 0.03 0.4462
H 3.297461 2.293532 -6.987886 0.40 -0.47 0.58 0.4913
H 0.879872 2.740179 -6.496654 0.17 -0.37 0.02 0.2623
H 1.514662 4.077156 -7.352148 0.71 -0.20 -0.27 0.4626
H 0.218651 4.796284 -5.458417 0.09 0.23 -0.13 0.5260
H 1.891135 5.315466 -5.210352 0.10 -0.08 -0.16 0.4476
H 1.034104 4.667646 -1.926378 0.13 -0.33 0.04 0.3691
H 1.427243 5.800743 -3.195266 0.22 -0.23 -0.26 0.4610
H -0.168102 5.098741 -3.057462 0.03 0.02 -0.21 0.4075
H 0.008941 1.857717 -4.503295 0.60 -0.04 -0.12 0.5143
H -0.234685 2.287255 -2.869914 0.10 0.47 0.19 0.3598
H -1.031342 3.113327 -4.229644 0.33 1.06 0.31 0.5384
H 5.132917 3.012762 -4.166910 -0.24 0.43 0.01 0.4982
H 5.221403 1.748063 -5.276404 -0.42 -0.55 0.06 0.4909
H 4.864571 1.459016 -3.509377 -0.17 -0.44 -0.33 0.1630
H 3.314141 3.332766 -2.119348 0.66 0.20 1.19 0.3427
```
Forces are in eV/Å.

**Energy**: -3263.40465 Eh
**Total charge**: +1
**Largest force on an atom**: 3.71 eV Å⁻¹
**<S²>**: 0.75
**HOMO (spin up / spin down)**: -10.56 / -10.56 eV
**Spin multiplicity**: 2
**LUMO level (spin up / spin down)**: -2.605 / -7.224 eV
**Gap between HOMO and LUMO (spin up / spin down)**: 7.951 / 3.332 eV